Below is a 2-piece molecular cluster, C19H29N3O2S overall, with properties calculated with ωB97M-V/def2-TZVPD.

Values from the calculation:
- Energy above the lowest of the compared OMol25 structures with the same formula, charge and spin: 6.7 kcal/mol
- Structure (SMILES): CNC(=O)[C@H](Cc1ccccc1)NC(C)=O.CC[C@@H](C)C1=NCCS1

ORCA input file:
```
! RIJCOSX wB97M-V def2-TZVPD def2/J DEFGRID3
* xyz 0 1
O 3.4275 -1.5964 -2.7119
O -0.5690 -4.4880 -1.8049
N -1.7900 2.2229 2.9736
S -1.9048 3.3498 0.6168
C 2.4255 -2.2316 -2.4237
C 0.5684 -4.5499 -1.3614
C -1.2766 3.1913 2.2563
C -1.9553 0.2767 -2.5225
C -0.6715 0.6168 -2.0622
C -2.5475 -0.9326 -2.1202
C 0.0207 -0.2514 -1.1993
C -1.8538 -1.8018 -1.2614
C -0.5633 -1.4718 -0.8050
N 1.3033 -5.6266 -1.6608
N 2.2911 -2.6815 -1.1732
C 1.3948 -2.5059 -3.5013
C 2.6780 -5.9141 -1.2503
C 1.5808 5.8470 2.3048
C -0.7440 4.8013 4.0928
C -2.8647 1.4985 2.2781
C -2.6868 1.7086 0.7842
C 0.3482 5.0882 1.8099
C -0.1969 4.0802 2.8472
C 0.1828 -2.4188 0.1195
C 1.1857 -3.4058 -0.5188
H -2.4863 0.9461 -3.1845
H -0.2176 1.5491 -2.3681
H -3.5318 -1.1991 -2.4785
H 1.0084 0.0151 -0.8513
H -2.3088 -2.7373 -0.9680
H 0.8300 -6.3085 -2.2359
H 3.0580 -2.4103 -0.5795
H 0.3924 -2.2889 -3.1425
H 1.4596 -3.5460 -3.8107
H 1.6039 -1.8634 -4.3547
H 3.3654 -5.1976 -1.7055
H 2.7683 -5.8651 -0.1635
H 2.9557 -6.9181 -1.5772
H 1.3212 6.5247 3.1229
H 2.0029 6.4437 1.4903
H 2.3464 5.1477 2.6551
H 0.0458 5.3599 4.6021
H -1.1539 4.0803 4.8070
H -1.5404 5.4974 3.8117
H -2.8392 0.4319 2.5233
H -3.8346 1.8929 2.5990
H -2.0207 0.9403 0.3841
H -3.6401 1.6551 0.2506
H 0.6369 4.5466 0.9030
H -0.4334 5.8046 1.5356
H 0.6209 3.4269 3.1668
H 0.7225 -1.8148 0.8503
H -0.5494 -3.0009 0.6811
H 1.6355 -3.9175 0.3309
*
```